Below is a molecular structure, C25H60InN7O10P at a distorted geometry, with properties calculated with wB97M-V/def2-TZVPD.

Results
* E_LUMO: 0.068 Ha
* total charge: -1
* 2S+1: 1
* ΔE to the lowest compared entry with this formula, charge and spin: 0.0 kcal per mole

Atoms and positions in Å:
C -4.9046 -3.6118 3.4517
C -4.2065 -2.7499 2.3951
C -4.3843 -3.3229 0.9975
C -3.5762 -2.7169 -0.1604
C -4.3516 -1.6178 -0.8865
In -1.5416 -1.9439 0.3002
C -0.6784 -0.7152 -1.3651
C -0.2228 0.6811 -1.0402
O 0.2971 1.4976 -1.8166
O -0.2970 1.0527 0.2882
P -0.0615 -3.9371 0.9940
N -0.1218 -5.2370 0.1287
O 1.5296 -3.5297 1.1724
O -0.4179 -4.3369 2.5345
H -4.7448 -3.1645 4.4263
H -4.4207 -4.5894 3.4848
H -5.9680 -3.7165 3.2457
H -4.6881 -1.7702 2.4150
H -3.1630 -2.6641 2.6799
H -5.4464 -3.1766 0.7540
H -4.2361 -4.4049 1.0087
H -3.4298 -3.5178 -0.8882
H -5.3901 -1.9025 -1.0835
H -3.8937 -1.4474 -1.8637
H -4.3194 -0.6566 -0.3717
H -1.6677 -0.9086 1.7584
H -1.4305 -0.6100 -2.1496
H 0.1790 -1.2150 -1.8055
H -1.1830 0.9159 0.6208
H -0.7279 -5.1008 -0.6657
H 1.5922 -2.8632 1.8555
H -0.6193 -3.5260 3.0203
C -1.8164 -1.2011 6.1605
C -1.1679 -2.5247 5.8381
O -0.5906 -2.7198 4.7824
N -1.2452 -3.5165 6.7603
C -1.8850 -3.4909 8.0590
H -1.6600 -0.5394 5.3141
H -2.8859 -1.3364 6.3227
H -1.3704 -0.7569 7.0524
H -0.7973 -4.3688 6.4646
H -1.1556 -3.6934 8.8486
H -2.6735 -4.2410 8.1111
H -2.3336 -2.5226 8.2367
C 1.7888 0.5607 -4.3930
C 1.6886 0.1509 -5.8445
O 1.0067 -0.7741 -6.2523
N 2.4294 0.8935 -6.7260
C 3.2848 2.0200 -6.4027
H 1.1873 -0.0885 -3.7843
H 2.8267 0.4862 -4.0646
H 1.4413 1.5853 -4.2682
H 2.3476 0.5990 -7.6842
H 2.9401 2.9230 -6.9169
H 4.3150 1.8252 -6.6990
H 3.2727 2.1990 -5.3383
C -7.7331 -2.5444 5.6756
C -6.6368 -1.7122 6.2972
O -5.5212 -2.1629 6.4886
N -6.9357 -0.4273 6.6302
C -8.1942 0.2721 6.4654
H -7.3291 -3.5288 5.4664
H -8.5817 -2.6401 6.3544
H -8.0745 -2.0994 4.7407
H -6.1617 0.0753 7.0325
H -8.0690 1.1414 5.8177
H -8.5741 0.6143 7.4300
H -8.9325 -0.3838 6.0186
C 5.1886 2.1093 -2.1225
C 5.5850 2.9565 -3.3090
O 5.6245 2.4998 -4.4399
N 5.8831 4.2620 -3.0752
C 5.8788 4.9767 -1.8112
H 4.9770 1.1059 -2.4761
H 5.9945 2.0658 -1.3890
H 4.2937 2.5050 -1.6415
H 6.1293 4.7719 -3.9072
H 5.1714 5.8060 -1.8479
H 6.8682 5.3858 -1.6022
H 5.5974 4.3148 -1.0004
C 3.7878 -3.1034 -4.9399
C 2.9874 -3.1635 -3.6552
O 2.1392 -2.3285 -3.3881
N 3.2317 -4.1925 -2.8082
C 4.1769 -5.2714 -2.9638
H 3.4588 -2.2348 -5.5027
H 4.8554 -3.0151 -4.7310
H 3.6180 -3.9959 -5.5430
H 2.6476 -4.1805 -1.9782
H 3.6601 -6.2339 -2.9712
H 4.8950 -5.2785 -2.1395
H 4.7256 -5.1678 -3.8955
C 4.8864 8.5503 -4.0598
C 4.8065 9.0245 -2.6258
O 5.6837 8.7793 -1.8163
N 3.7054 9.7356 -2.2662
C 2.5695 10.1111 -3.0861
H 5.8154 8.0038 -4.1828
H 4.0519 7.8909 -4.3003
H 4.8788 9.3935 -4.7508
H 3.7090 10.0188 -1.3001
H 2.4670 11.1970 -3.1265
H 1.6474 9.6940 -2.6790
H 2.6950 9.7405 -4.0968

Atoms 1-2, force components in eV/Å:
C 0.74 0.17 -0.15
C -0.67 -0.43 0.11